Density functional theory data (ωB97M-V/def2-TZVPD) for a structure of composition C11H22AsB2F6NO4P2 at a distorted geometry.

## Properties
Molecular weight   504.8 g mol⁻¹
2S+1   1
Kohn-Sham gap   7.961 eV

Each line ends with the Löwdin charge.
Element x y z (Å)
1 C -0.014 -3.371 1.046  -0.155
2 C 0.651 -2.330 -0.082  -0.435
3 P 0.405 -0.568 0.617  0.842
4 C -1.470 -0.124 0.603  -0.410
5 C -1.944 0.572 2.033  -0.162
6 P 1.381 0.945 -0.689  0.885
7 C 3.264 0.653 -0.874  -0.201
8 B 3.701 -0.213 -2.206  -0.474
9 O 4.315 -1.572 -2.008  0.016
10 O 3.592 0.238 -3.614  0.043
11 B 0.413 0.874 -2.353  -0.576
12 O 0.294 -0.482 -2.987  -0.007
13 O -0.240 2.014 -3.026  -0.076
14 C -1.503 1.454 -3.573  -0.086
15 C 1.133 2.629 0.259  -0.242
16 C 2.454 3.440 0.877  -0.015
17 C 2.141 4.841 1.713  -0.027
18 C 0.566 5.271 1.851  -0.083
19 N -0.638 4.577 1.281  0.006
20 C -0.331 3.312 0.532  -0.081
21 H 0.746 -3.557 1.929  0.096
22 H -0.924 -2.771 1.528  0.041
23 H -0.387 -4.353 0.521  0.096
24 H 1.811 -2.522 -0.236  0.087
25 H 0.094 -2.409 -1.128  0.088
26 H -2.045 -1.148 0.423  0.100
27 H -1.787 0.580 -0.283  0.059
28 H -2.291 1.690 1.910  0.065
29 H -1.079 0.532 2.823  0.076
30 H -2.899 -0.043 2.378  0.097
31 H 3.633 0.019 0.066  0.127
32 H 3.910 1.652 -0.900  0.112
33 H 5.210 -1.549 -2.488  0.131
34 H 3.543 -0.599 -4.199  0.140
35 H 1.055 -0.636 -3.620  0.116
36 H -1.361 0.819 -4.548  0.117
37 H -1.994 0.801 -2.708  0.107
38 H -2.309 2.284 -3.830  0.125
39 H 3.542 3.030 0.749  0.077
40 H 3.004 5.471 2.213  0.096
41 H 0.354 6.261 2.486  0.117
42 H -1.268 2.721 0.087  0.104
43 F -5.082 -2.963 3.194  -0.311
44 As -3.818 -4.062 2.489  0.952
45 F -3.688 -4.933 4.079  -0.306
46 F -2.519 -2.906 3.016  -0.326
47 F -2.555 -5.161 1.784  -0.312
48 F -3.948 -3.191 0.900  -0.323
49 F -5.117 -5.217 1.962  -0.306